C32H43As2Br2N5O9Ti | wB97M-V/def2-TZVPD

```
! RIJCOSX wB97M-V def2-TZVPD def2/J DEFGRID3
* xyz 2 1
C 4.443 -0.058 0.051
H 3.739 2.899 2.871
H -0.164 4.486 -0.014
C 1.870 -0.242 -2.618
C 0.569 1.477 4.565
C 3.134 0.350 -4.592
C 2.614 -0.664 -3.747
H -1.869 1.413 -0.909
C 2.915 1.680 -4.312
H -3.204 0.852 -2.920
H -2.401 0.143 3.184
C -1.460 -2.485 0.451
H 2.208 -3.974 -3.166
As 1.008 -3.636 1.610
H 3.317 2.446 -4.957
C 3.941 4.276 1.199
H -2.148 -6.907 1.842
H -0.814 -5.829 2.318
O -3.217 -3.758 -0.446
H -0.278 2.095 4.852
H 4.641 4.911 1.732
O 2.324 0.181 2.999
C 2.156 -2.905 -3.035
C -2.060 4.168 -0.695
H -4.647 2.233 0.084
C -2.921 2.765 1.247
H -2.109 5.178 -1.130
O -1.349 -5.902 0.308
O 3.078 -0.293 0.392
H -3.672 0.844 0.665
H -3.356 -1.110 2.352
C -1.701 -5.929 1.679
C -2.797 4.177 0.650
H 4.499 3.592 0.565
H -3.538 2.815 2.150
C -0.924 -4.790 -0.257
O -0.630 -4.748 -1.429
H -3.791 4.603 0.510
N -0.680 3.743 -0.472
C -2.876 1.825 -1.077
C -2.720 -2.557 -0.300
C -0.668 -3.566 0.562
H 3.302 -2.431 -4.787
Br 4.131 -0.112 -6.139
H -0.208 3.564 -1.351
N 1.519 1.917 0.938
C -3.635 1.855 0.241
C -2.755 3.216 -1.681
C 3.095 3.501 2.219
H -1.927 -1.579 3.314
H 4.473 0.837 -0.576
H -4.594 1.187 -2.062
C 1.451 -1.763 1.193
C 2.754 -2.053 -3.938
N -3.615 0.889 -1.983
H -2.426 -5.145 1.911
H 1.455 2.088 4.391
C 2.151 -4.767 0.464
H 2.481 -5.611 1.073
N -1.637 2.156 1.600
H -0.945 2.476 0.906
H 5.026 0.079 0.965
H -4.704 -4.966 -1.081
H 3.044 -4.216 0.173
C 2.220 2.617 1.529
C 0.580 -0.786 1.736
H 0.789 0.764 5.362
H 0.940 -3.072 -1.271
H -1.341 2.506 2.506
Ti 1.130 0.183 -0.084
H -3.578 -0.063 -1.545
H -4.268 -3.667 -2.227
O 3.771 -2.253 1.328
H 3.310 4.895 0.566
C -4.432 -3.918 -1.178
C 2.137 2.064 -3.219
H -2.171 3.180 -2.601
H 1.638 -5.155 -0.412
H -5.209 -3.276 -0.758
H -2.262 4.822 1.349
Br 1.866 3.907 -2.867
H -3.741 3.626 -1.911
O 0.703 1.358 -1.393
C 1.135 0.106 2.728
N 1.320 -1.095 -1.700
C 1.556 1.122 -2.376
As -1.207 -0.593 1.040
H 4.848 -0.919 -0.493
C -2.353 -0.812 2.663
C 1.453 -2.399 -1.943
O -3.278 -1.529 -0.704
C 2.856 -1.506 1.094
H 2.513 4.189 2.842
O 0.176 0.781 3.386
*
```

Properties
- Kohn-Sham gap (alpha / beta): 6.45 / 6.56 eV
- ΔE to the lowest compared entry with this formula, charge and spin: 57.0 kcal per mole
- Lowest unoccupied orbital energy (alpha / beta): -5.92 / -6.17 eV
- Energy: -344624.32482 eV
- F_max: 2.9 eV/A

---

C32H43As2N2O2PSeSiTi | wB97M-V/def2-TZVPD

```
! RIJCOSX wB97M-V def2-TZVPD def2/J DEFGRID3
* xyz 0 3
H 0.161 4.114 -3.954
O -1.721 2.176 1.397
H -3.653 0.793 0.423
H 2.038 3.474 2.092
O 0.152 3.072 0.599
H -2.689 -0.971 2.504
H -0.852 -0.898 5.666
C -0.909 -3.369 -1.726
H -3.167 -2.447 3.204
C -5.974 -1.191 -1.984
H -4.158 -2.036 -2.641
H -6.704 -1.675 -2.640
H -1.939 0.533 -5.031
C -1.432 1.128 -4.279
H -3.065 -1.118 4.220
H -3.249 -5.267 0.586
As 3.248 3.178 -0.027
H 5.512 4.659 0.053
C 3.061 1.210 -2.617
H -1.819 -6.509 -0.841
H 2.998 4.871 1.807
H 6.806 0.654 2.720
C 4.329 -0.755 0.832
H -0.669 -2.722 5.735
H -0.962 -4.491 3.321
C -0.363 -1.798 5.300
C -2.663 -3.335 -0.013
C -0.165 3.089 -3.715
H -0.366 -2.807 -2.481
H -0.014 4.467 2.866
C 3.872 0.380 0.175
H -0.234 -3.761 1.781
C -0.261 -3.752 2.861
As 2.266 0.253 -1.003
H -2.047 -1.186 -3.397
C -0.097 2.544 -2.445
H 4.300 5.011 -1.196
Se 0.663 -0.733 2.133
C -1.027 4.252 2.325
H 1.724 -1.888 -2.329
C -0.850 -4.761 -1.729
C 5.464 1.731 1.422
H 1.995 -2.215 -0.709
C -4.366 0.284 -0.220
H -3.385 -2.846 0.615
C -0.834 2.360 -4.643
H 3.780 -1.717 0.606
C 2.384 -1.679 -1.526
H 5.827 -1.426 2.175
Ti -0.286 0.859 0.164
H 0.770 -4.005 3.098
C -1.742 -5.434 -0.846
C -2.566 -4.708 -0.034
H -6.103 1.111 0.559
N -0.456 1.356 -2.080
P -1.886 -0.811 -0.986
H -1.073 2.732 -5.659
C 5.399 -0.590 1.676
H 3.905 3.437 2.479
Si -0.674 -2.055 3.489
H 0.796 -1.574 5.499
C -6.564 -0.260 -1.120
H 3.437 -1.985 -1.709
H 5.317 3.665 -1.556
C -1.174 0.642 -3.030
H 4.009 1.750 -2.511
H -0.317 -5.330 -2.476
C -2.603 -1.588 3.383
C -0.866 3.102 1.326
H 2.358 2.006 -2.899
H -7.631 -0.087 -1.145
C 4.391 1.681 0.485
C -4.619 -1.366 -1.953
C -5.802 0.425 -0.178
C -3.792 -0.724 -0.987
C -1.789 -2.652 -0.856
C 5.978 0.619 1.992
C 4.756 4.266 -0.731
N -1.502 -0.660 -2.691
H -1.951 4.115 2.961
C 3.013 3.791 1.813
H 0.397 3.056 -1.624
H 3.186 0.519 -3.486
H -1.092 5.148 1.667
H 5.830 2.668 1.693
*
```

Properties
- Kohn-Sham gap (alpha / beta): 6.96 / 7.16 eV
- ΔE to the lowest compared entry with this formula, charge and spin: 47.9 kcal per mole
- Lowest unoccupied orbital energy (alpha / beta): 0.28 / 0.08 eV
- ⟨S²⟩: 2.006
- Energy: -268263.46449 eV
- F_max: 5.1 eV/A

---

C32H43BN8O2 | wB97M-V/def2-TZVPD

```
! RIJCOSX wB97M-V def2-TZVPD def2/J DEFGRID3
* xyz 0 1
N 0.905 4.556 -3.180
C 0.327 6.794 0.548
C -0.450 -3.252 0.571
C 2.345 -0.894 4.724
C 0.959 -1.003 4.033
H 5.211 3.967 2.504
H 0.585 7.825 0.677
C 0.572 -2.210 -8.285
H 2.151 5.252 1.780
H 2.842 3.062 3.566
H -1.133 6.008 -2.914
H 0.820 -6.338 -2.820
C -4.285 -3.351 0.447
H 1.188 5.533 -3.259
C 2.765 -6.083 -3.602
H 3.414 -2.503 5.384
C -5.275 -2.986 -0.553
H -5.228 -3.652 -1.414
H 0.126 -0.621 4.644
C 0.261 1.340 0.050
B -0.206 4.518 -2.186
H 0.999 -2.256 -2.295
C 0.436 1.925 1.361
C -7.185 -5.477 1.163
H 2.884 -0.072 4.232
C 0.618 1.133 2.663
H -1.263 4.314 3.969
H -5.913 -6.425 2.550
C 0.123 5.619 0.394
C -6.533 -6.667 1.688
C 0.012 3.587 -0.911
H -6.282 -3.047 -0.147
H 0.227 -1.319 -5.688
H 1.872 -0.570 2.076
C 0.217 -1.975 -1.581
C -0.011 0.426 -2.441
C -0.460 -1.834 -9.240
H -0.299 -0.824 -9.615
N 3.735 -6.508 -4.044
C 0.410 3.315 1.483
C 3.138 4.068 3.259
N 0.287 -0.022 -0.109
H 1.720 -5.007 -2.111
H 0.123 -0.872 2.091
N -3.501 -3.641 1.235
H 1.502 -2.190 0.289
H -5.891 -7.127 0.937
H 1.758 5.770 3.472
H 4.098 4.681 1.348
C 0.005 -0.679 -4.855
H -1.339 5.034 2.374
H 0.554 4.220 -4.073
C 0.188 4.170 0.329
O 0.512 -4.046 -0.201
C 1.534 -5.546 -3.040
C 0.674 -2.652 -0.254
H 3.924 -1.956 3.912
H 1.437 1.615 3.214
C 0.938 -0.366 2.618
H 3.659 4.617 4.053
C 0.161 -0.472 -1.335
C 4.186 3.900 2.113
H -0.347 5.798 3.691
O -1.345 5.272 -2.324
N -7.699 -4.537 0.753
H -5.124 -1.969 -0.914
H 0.760 3.363 3.657
C 0.060 2.175 -1.070
N -0.090 1.737 -2.363
C -0.111 -0.172 -3.772
C -0.671 4.863 3.223
H -7.265 -7.411 2.000
C 1.904 4.925 2.790
H 0.735 -2.067 3.871
H -0.764 -2.409 -1.791
H -1.449 -1.865 -8.783
H 4.071 2.937 1.597
N 3.113 -2.146 4.486
H -0.306 -3.335 1.643
H 1.054 -4.853 -3.731
H 2.183 -0.727 5.794
N 1.386 -2.508 -7.534
H -0.271 1.294 3.294
C 0.605 4.041 2.819
H -0.468 -2.508 -10.095
H -1.424 -3.260 0.098
*
```

Properties
- Kohn-Sham gap: 8.15 eV
- Lowest unoccupied orbital energy: -0.34 eV
- SMILES string: C#Cc1nc2c(B(N)O)c(C#C)c([C@H](C)CCC)c(CCCCN)c2nc1C[C@H]1CO1.CC#N.CC#N.CC#N.CC#N
- Energy: -50568.99286 eV
- F_max: 2.5 eV/A

---

- The highest energy belongs to which entry?
  C32H43BN8O2

---

- Which value of energy does entry 1 give?
  -344624.32482 eV